# C39H30BrCl2CsF10N6O2S

A structure of composition C39H30BrCl2CsF10N6O2S (the ωB97M-V functional and the def2-TZVPD basis, the OMol25 dataset).

Atoms and positions in Å:
Cs1 -0.1657 -0.3431 1.3808
C1 -3.2943 1.9277 0.0076
N1 -3.1145 1.1603 1.2232
C2 -4.2288 0.2766 1.5083
C3 -4.6374 -0.6178 0.3409
N2 -3.4931 -1.3279 -0.1828
C4 -3.6565 -2.3482 -0.9845
C5 -2.5126 -3.1461 -1.3440
F1 -1.3094 -2.7882 -0.8449
C6 -2.5533 -4.2660 -2.1323
F2 -1.4200 -4.9511 -2.3794
C7 -3.7456 -4.7164 -2.6846
F3 -3.7940 -5.8409 -3.4446
C8 -4.8832 -3.9784 -2.4115
F4 -6.0532 -4.3711 -2.9555
C9 -4.8486 -2.8515 -1.6220
F5 -6.0275 -2.1771 -1.5012
C10 -2.8143 2.0683 2.3213
C11 -2.6668 1.4372 3.7021
N3 -1.6035 0.4634 3.7209
C12 -1.4043 -0.2769 4.7853
C13 -2.0701 -0.2699 6.0595
F6 -3.0135 0.6737 6.3392
C14 -1.8044 -1.1673 7.0698
F7 -2.5030 -1.0942 8.2197
C15 -0.8332 -2.1421 6.9420
F8 -0.5906 -3.0308 7.9373
C16 -0.1130 -2.1704 5.7548
F9 0.8557 -3.0876 5.6053
C17 -0.3755 -1.2781 4.7486
F10 0.3998 -1.3504 3.6286
H1 -4.1387 2.6419 0.0791
H2 -3.4805 1.2545 -0.8268
H3 -2.3808 2.4900 -0.2006
H4 -5.1242 0.8482 1.8292
H5 -3.9294 -0.3725 2.3347
H6 -5.1498 -0.0158 -0.4257
H7 -5.3916 -1.3058 0.7483
H8 -3.6042 2.8448 2.4050
H9 -1.8743 2.5748 2.0728
H10 -3.6302 1.0063 4.0057
H11 -2.4673 2.2674 4.3970
C18 6.5558 -1.1571 -4.5338
C19 5.5725 -0.9985 -3.4029
C20 5.8807 -1.4508 -2.1240
C21 4.9868 -1.2799 -1.0762
C22 3.7748 -0.6590 -1.3137
C23 3.4481 -0.2025 -2.5809
C24 4.3460 -0.3725 -3.6198
S1 2.5765 -0.4538 0.0014
O1 1.4511 -1.2905 -0.3831
O2 3.2304 -0.8481 1.2319
N4 2.0282 1.0136 -0.0298
C25 2.7794 2.1114 0.2417
C26 4.1548 2.1296 0.4824
C27 4.8429 3.3228 0.7265
C28 4.2029 4.5351 0.7347
C29 2.8120 4.5804 0.5014
C30 2.0770 5.7860 0.4910
C31 0.7274 5.7609 0.2795
C32 0.1027 4.5143 0.0832
N5 0.7478 3.3779 0.0784
C33 2.0852 3.3798 0.2676
H12 7.2855 -1.9357 -4.3110
H13 7.0993 -0.2234 -4.6994
H14 6.0455 -1.4132 -5.4629
H15 6.8313 -1.9422 -1.9466
H16 5.2040 -1.6267 -0.0730
H17 2.4880 0.2803 -2.7255
H18 4.0966 -0.0153 -4.6130
H19 4.6897 1.1910 0.4926
H20 5.9101 3.2783 0.9154
H21 4.7418 5.4559 0.9288
H22 2.6022 6.7215 0.6537
H23 0.1394 6.6702 0.2691
H24 -0.9712 4.4591 -0.0763
Cl1 -0.6666 -3.6842 1.6056
C34 0.6547 -4.0633 0.5074
Cl2 2.1273 -4.4900 1.3932
H25 0.8721 -3.1776 -0.0787
H26 0.3720 -4.9094 -0.1073
Br1 1.3139 2.9558 -3.7309
C35 0.0650 1.5086 -3.7953
C36 -0.0504 0.7813 -4.9691
C37 -0.9821 -0.2477 -4.9743
C38 -1.7135 -0.5073 -3.8277
C39 -1.4816 0.2701 -2.7008
N6 -0.6127 1.2828 -2.6996
H27 0.5596 1.0125 -5.8301
H28 -1.1204 -0.8455 -5.8667
H29 -2.4419 -1.3068 -3.7927
H30 -1.9950 0.0726 -1.7671

The energy above the lowest of the compared OMol25 structures with the same formula, charge and spin comes out at 29.0 kcal per mole. Its total charge is -2. As for the frontier orbital gap: 5.345 eV.

# C39H30F5OP2S3W

A structure of composition C39H30F5OP2S3W (the ωB97M-V functional and the def2-TZVPD basis, the OMol25 dataset).

Atoms and positions in Å:
W1 0.4172 0.3574 -0.5822
S1 0.6893 0.2263 1.7693
P1 -0.7188 1.7420 1.6690
C1 -0.6738 2.1343 0.0250
P2 0.5209 3.1385 -0.6128
S2 1.9663 1.8620 -1.4898
C2 -0.1028 4.1673 -1.9473
C3 0.6362 5.2630 -2.3920
C4 0.1814 6.0163 -3.4609
C5 -1.0041 5.6682 -4.0964
C6 -1.7328 4.5702 -3.6632
C7 -1.2847 3.8193 -2.5874
C8 1.4046 4.2184 0.5157
C9 2.6236 3.8616 1.0816
C10 3.2455 4.7183 1.9764
C11 2.6492 5.9242 2.3150
C12 1.4242 6.2777 1.7640
C13 0.8027 5.4277 0.8655
C14 -2.3482 1.0927 2.0974
C15 -3.2919 0.8359 1.1103
C16 -4.5458 0.3540 1.4593
C17 -4.8580 0.1253 2.7903
C18 -3.9166 0.3792 3.7817
C19 -2.6686 0.8658 3.4359
C20 -0.4464 2.9999 2.9308
C21 0.6190 2.9415 3.8172
C22 0.7382 3.8931 4.8228
C23 -0.2027 4.9020 4.9364
C24 -1.2680 4.9705 4.0419
C25 -1.3913 4.0225 3.0452
H1 1.5695 5.5301 -1.9126
H2 0.7524 6.8694 -3.7990
H3 -1.3601 6.2552 -4.9319
H4 -2.6539 4.3014 -4.1604
H5 -1.8634 2.9738 -2.2287
H6 3.0965 2.9226 0.8174
H7 4.1979 4.4464 2.4088
H8 3.1405 6.5922 3.0088
H9 0.9577 7.2153 2.0308
H10 -0.1520 5.7065 0.4370
H11 -3.0405 1.0167 0.0748
H12 -5.2790 0.1633 0.6880
H13 -5.8408 -0.2379 3.0582
H14 -4.1623 0.2106 4.8208
H15 -1.9463 1.0762 4.2164
H16 1.3568 2.1538 3.7254
H17 1.5651 3.8461 5.5174
H18 -0.1127 5.6391 5.7219
H19 -2.0017 5.7592 4.1333
H20 -2.2339 4.0685 2.3649
O1 0.5097 -2.9287 -0.6703
S3 -0.2177 -2.8734 0.7594
C26 -1.1997 -4.3133 0.6515
C27 -0.7682 -5.4783 0.0263
C28 -1.6245 -6.5628 0.0286
C29 -2.8667 -6.4775 0.6534
C30 -3.2770 -5.3081 1.2691
C31 -2.4396 -4.1976 1.2638
C32 1.0980 -3.2765 1.8460
C33 2.2317 -3.9622 1.4332
C34 3.1935 -4.2525 2.3865
C35 3.0067 -3.8716 3.7103
C36 1.8681 -3.1823 4.0993
C37 0.8995 -2.8647 3.1575
H21 0.1968 -5.5291 -0.4555
H22 -1.3237 -7.4798 -0.4571
H23 -3.5219 -7.3371 0.6476
H24 -4.2478 -5.2464 1.7386
H25 -2.7513 -3.2638 1.7110
H26 2.3678 -4.2401 0.3982
H27 4.0935 -4.7764 2.0976
H28 3.7649 -4.1066 4.4443
H29 1.7385 -2.8776 5.1281
H30 0.0205 -2.2989 3.4338
F1 2.2262 -1.4458 -1.0462
C38 0.8548 -1.6720 -1.2391
F2 -1.2664 -0.4980 -0.4919
C39 0.6628 -1.8650 -2.7485
F3 -0.5965 -2.2109 -3.0214
F4 1.4839 -2.7410 -3.3339
F5 0.8980 -0.6651 -3.3230

Its total charge is +1. As for the frontier orbital gap (alpha / beta): 6.835 / 6.837 eV.